[1]
The following is a DFT calculation (ωB97M-V/def2-TZVPD) of a gas-phase ion, C8H12NS (charge +1).

Geometry as XYZ:
```
22
Properties=species:S:1:pos:R:3:lowdin_charge:R:1
C -1.20 0.14 0.87 0.049
C 1.68 0.07 0.51 -0.381
C -1.60 -2.15 0.53 0.162
C 2.36 -2.21 -0.39 0.021
C -1.44 -0.89 -0.05 -0.208
C 2.44 -1.12 0.41 -0.262
C 0.13 2.22 0.75 -0.323
C -0.94 1.48 -1.31 -0.012
N -1.06 1.43 0.22 -0.205
S 1.77 1.62 0.11 1.042
H -1.93 -2.96 -0.21 0.115
H -1.63 -2.34 1.59 0.080
H 2.91 -3.10 -0.14 0.053
H 1.88 -2.16 -1.38 0.071
H -1.78 -0.72 -1.01 0.056
H 2.91 -1.13 1.37 0.112
H 0.01 3.24 0.59 0.071
H 0.13 1.97 1.85 0.122
H -1.00 2.58 -1.52 0.119
H 0.03 0.98 -1.51 0.071
H -1.94 1.03 -1.75 0.147
H -1.72 2.04 0.45 0.101
```

Output
- lowest unoccupied orbital energy (spin up / spin down) (hartree) = -0.189 / -0.189
- total charge = +1
- multiplicity = 1
- ΔE to the lowest compared entry with this formula, charge and spin (eV) = 8.352
- gap between HOMO and LUMO (spin up / spin down) (eV) = 6.30 / 6.30



[2]
The following is a DFT calculation (ωB97M-V/def2-TZVPD) of 2 unconnected molecules or ions with the total composition C8H12NS2.

Geometry as XYZ:
```
23
Properties=species:S:1:pos:R:3:lowdin_charge:R:1
C 2.58 -2.48 -1.02 -0.143
C 1.25 -2.30 -0.55 -0.127
C 3.23 -1.33 -1.31 -0.358
C 0.97 -0.99 -0.53 -0.417
C -1.31 2.24 0.76 -0.167
C -1.01 1.71 2.15 -0.375
C -0.72 0.00 0.17 -0.708
C -1.86 -0.63 -0.57 -0.097
N -0.48 1.42 -0.16 0.012
S 2.24 0.05 -1.02 1.000
S -0.77 -0.11 1.96 1.040
H 3.03 -3.45 -1.14 0.117
H 0.60 -3.09 -0.26 0.114
H 4.23 -1.18 -1.67 0.078
H -2.36 2.09 0.50 0.138
H -1.07 3.30 0.66 0.141
H -0.11 2.13 2.58 0.086
H -1.84 1.86 2.84 0.092
H -1.74 -0.54 -1.64 0.092
H -2.82 -0.21 -0.27 0.082
H -1.89 -1.69 -0.33 0.089
H -0.68 1.61 -1.15 0.192
H 0.53 1.61 0.00 0.119
```

Output
- lowest unoccupied orbital energy (spin up / spin down) (hartree) = -0.107 / -0.254
- total charge = +1
- multiplicity = 3
- ΔE to the lowest compared entry with this formula, charge and spin (eV) = 0.000
- gap between HOMO and LUMO (spin up / spin down) (eV) = 6.09 / 5.09



[3]
The following is a DFT calculation (ωB97M-V/def2-TZVPD) of 2 unconnected molecules or ions with the total composition C8H12O.

Geometry as XYZ:
```
21
Properties=species:S:1:pos:R:3:lowdin_charge:R:1
C -0.26 -3.02 -2.24 0.166
C -0.08 -2.08 -1.48 -0.074
C -2.04 1.93 1.42 -0.073
C -1.69 2.44 2.62 -0.046
C 0.28 -1.17 -0.49 -0.343
C 0.39 0.16 -0.52 -0.262
C 0.91 1.10 0.55 -0.016
C -0.34 0.87 -1.67 -0.030
O 0.64 -1.96 0.60 0.032
H -0.40 -3.86 -2.83 0.011
H -1.93 0.91 1.26 0.034
H -2.45 2.60 0.71 0.046
H -1.33 1.77 3.33 0.021
H -1.63 3.51 2.89 0.065
H 1.64 0.39 1.12 0.109
H 0.07 1.33 1.17 0.027
H 1.38 1.93 0.24 0.040
H 0.36 1.47 -2.28 0.095
H -1.20 1.39 -1.17 0.086
H -0.71 0.08 -2.23 0.028
H 1.19 -1.43 1.19 0.082
```

Output
- lowest unoccupied orbital energy (hartree) = 0.031
- total charge = 0
- multiplicity = 1
- ΔE to the lowest compared entry with this formula, charge and spin (eV) = 4.499
- SMILES = C#CC(O)=C(C)C.C=C
- gap between HOMO and LUMO (eV) = 9.14



[4]
The following is a DFT calculation (ωB97M-V/def2-TZVPD) of a single C8H12O molecule.

Geometry as XYZ:
```
21
Properties=species:S:1:pos:R:3:lowdin_charge:R:1
C -0.01 -1.95 0.13 -0.187
C -0.87 -1.05 0.83 -0.209
C -0.57 0.38 1.07 -0.381
C -1.36 1.54 1.39 -0.139
C -0.17 2.20 0.69 -0.258
C -0.05 1.04 -0.27 -0.253
C 1.04 0.59 -1.33 -0.040
C 1.39 -0.67 -1.58 -0.140
H 0.90 -2.19 0.83 0.151
H -0.24 -2.91 -0.14 0.087
H -1.13 -1.78 1.77 0.172
H -1.92 -1.35 0.45 0.143
H 0.44 0.40 1.76 0.203
H -2.29 1.70 0.58 0.184
H -1.64 1.75 2.52 0.148
H 0.81 2.31 1.19 0.102
H -0.06 3.29 -0.03 0.171
H -0.90 1.11 -1.06 0.159
H 1.94 1.15 -1.25 0.082
H 2.25 -0.96 -2.25 0.133
O 0.68 -1.87 -1.24 -0.128
```

Output
- lowest unoccupied orbital energy (hartree) = 0.035
- total charge = 0
- multiplicity = 1
- ΔE to the lowest compared entry with this formula, charge and spin (eV) = 6.869
- gap between HOMO and LUMO (eV) = 9.76



[5]
The following is a DFT calculation (ωB97M-V/def2-TZVPD) of 2 unconnected molecules or ions with the total composition C8H12O2.

Geometry as XYZ:
```
22
Properties=species:S:1:pos:R:3:lowdin_charge:R:1
C -1.17 1.52 0.16 -0.144
C 1.67 -0.24 -1.66 -0.034
C 2.61 -0.21 -0.71 -0.420
C 0.44 0.45 -1.44 -0.045
C 0.11 1.13 -0.28 -0.298
C 2.35 0.33 0.56 -0.029
C 1.11 0.87 0.83 -0.008
O 3.59 -1.08 -0.86 0.033
H 1.88 -0.68 -2.72 0.157
H -0.21 0.25 -2.32 0.117
H 3.03 0.24 1.42 0.118
H 4.46 -0.81 -0.39 0.163
H -2.06 1.90 -0.49 0.122
H -1.07 2.43 0.85 0.097
H 0.91 1.36 1.78 0.107
H -1.72 0.87 0.93 0.074
C -2.25 -1.63 0.78 -0.139
O -3.53 -1.10 0.39 -0.186
H -3.99 -0.41 0.87 0.061
H -1.62 -0.77 0.40 0.041
H -2.30 -2.49 0.01 0.108
H -2.27 -1.93 1.90 0.107
```

Output
- lowest unoccupied orbital energy (hartree) = 0.028
- total charge = 0
- multiplicity = 1
- ΔE to the lowest compared entry with this formula, charge and spin (eV) = 2.918
- SMILES = Cc1ccc(O)cc1.CO
- gap between HOMO and LUMO (eV) = 9.09



[6]
The following is a DFT calculation (ωB97M-V/def2-TZVPD) of a single C8H12O3Si molecule.

Geometry as XYZ:
```
24
Properties=species:S:1:pos:R:3:lowdin_charge:R:1
C -0.55 -0.58 0.25 0.115
C 0.42 0.82 -1.48 -0.169
C -1.32 0.27 0.92 -0.322
C -0.25 -1.98 0.24 -0.420
C 1.76 0.56 -0.99 -0.601
C -2.16 -0.18 2.08 0.025
C 0.39 -2.53 -1.00 0.001
C 2.22 1.29 0.25 -0.033
O -1.41 1.56 0.59 -0.124
O -0.55 -2.65 1.21 0.105
O 2.49 -0.25 -1.54 0.002
Si -0.74 2.14 -0.83 0.644
H -3.11 -0.55 1.70 0.110
H -1.66 -0.99 2.60 0.087
H -2.34 0.66 2.74 0.091
H 0.54 -3.60 -0.90 0.088
H -0.25 -2.33 -1.86 0.096
H 1.34 -2.04 -1.19 0.068
H 3.26 1.03 0.46 0.084
H 2.14 2.36 0.13 0.066
H 1.61 0.99 1.10 0.074
H -0.15 3.39 -0.36 -0.021
H 0.16 0.28 -2.37 0.057
H -1.86 2.34 -1.74 -0.024
```

Output
- lowest unoccupied orbital energy (spin up / spin down) (hartree) = -0.010 / -0.124
- total charge = 0
- multiplicity = 3
- ΔE to the lowest compared entry with this formula, charge and spin (eV) = 0.000
- gap between HOMO and LUMO (spin up / spin down) (eV) = 6.55 / 5.14



[7]
The following is a DFT calculation (ωB97M-V/def2-TZVPD) of 2 unconnected molecules or ions with the total composition C8H12O6.

Geometry as XYZ:
```
26
Properties=species:S:1:pos:R:3:lowdin_charge:R:1
C 2.70 0.50 1.63 -0.016
C 1.40 1.16 2.06 -0.285
C 0.71 1.99 0.98 -0.089
O -0.63 1.56 1.01 0.070
C -0.76 0.49 1.81 -0.587
O -1.79 -0.06 2.08 0.146
O 0.43 0.11 2.29 0.081
H 2.51 -0.45 1.14 0.093
H 3.34 0.32 2.49 0.081
H 3.28 1.13 0.96 0.090
H 1.54 1.70 3.00 0.151
H 1.17 1.75 0.02 0.117
H 0.78 3.06 1.13 0.140
C -1.25 -2.37 -0.66 -0.022
C -1.13 -1.50 -1.87 -0.322
C -1.99 -0.24 -1.82 -0.068
O -1.18 0.71 -2.54 0.070
C 0.11 0.35 -2.36 -0.568
O 1.05 1.06 -2.41 0.155
O 0.19 -0.98 -2.07 0.085
H -2.27 -2.76 -0.56 0.099
H -1.05 -1.88 0.29 0.074
H -0.64 -3.28 -0.68 0.090
H -1.41 -2.10 -2.74 0.153
H -2.19 0.17 -0.82 0.127
H -2.92 -0.42 -2.35 0.136
```

Output
- lowest unoccupied orbital energy (hartree) = 0.030
- total charge = 0
- multiplicity = 1
- ΔE to the lowest compared entry with this formula, charge and spin (eV) = 0.093
- SMILES = C[C@H]1COC(=O)O1.C[C@H]1COC(=O)O1
- gap between HOMO and LUMO (eV) = 11.87



[8]
The following is a DFT calculation (ωB97M-V/def2-TZVPD) of a molecular structure, C8H13AuCl3F5GeNOSTe.

Geometry as XYZ:
```
35
Properties=species:S:1:pos:R:3:lowdin_charge:R:1
Au 0.68 -0.18 -0.65 0.915
C -2.45 -3.15 -1.49 -0.045
C -1.98 -1.72 -1.21 -0.682
C -2.25 -0.78 -2.38 -0.063
C -2.73 -1.18 0.07 -0.050
C -0.63 -1.64 -0.67 -0.081
H -3.51 -3.15 -1.75 0.089
H -2.31 -3.78 -0.61 0.089
H -1.89 -3.58 -2.32 0.089
H -3.30 -0.82 -2.66 0.089
H -1.65 -1.07 -3.25 0.086
H -2.00 0.25 -2.11 0.077
H -3.77 -1.11 -0.24 0.109
H -2.39 -0.18 0.36 0.056
H -2.66 -1.85 0.91 0.040
H -0.33 -2.52 -0.10 0.068
Cl 0.19 1.26 4.23 0.173
Ge -0.10 -0.12 2.57 -0.087
Cl 1.67 -1.52 2.99 0.008
Cl -1.89 -1.12 3.42 0.095
F -0.60 4.13 0.32 -0.362
Te 0.37 2.98 1.41 1.733
F 1.82 1.92 1.98 -0.447
F 1.24 2.75 -0.24 -0.399
F 1.55 4.33 1.85 -0.339
F -0.70 3.71 2.74 -0.382
O -0.62 1.45 1.27 -0.750
S 4.81 1.62 -1.45 1.065
C 4.72 0.85 0.07 -0.360
C 3.49 0.33 0.26 -0.247
N 2.63 0.55 -0.79 -0.228
C 3.20 1.22 -1.76 -0.472
H 5.56 0.82 0.74 0.079
H 3.15 -0.19 1.14 0.046
H 2.69 1.50 -2.66 0.088
```

Output
- lowest unoccupied orbital energy (spin up / spin down) (hartree) = -0.067 / -0.076
- total charge = 0
- multiplicity = 2
- ΔE to the lowest compared entry with this formula, charge and spin (eV) = 0.607
- gap between HOMO and LUMO (spin up / spin down) (eV) = 5.82 / 8.07



[9]
The following is a DFT calculation (ωB97M-V/def2-TZVPD) of a gas-phase ion, C8H13BrFINO (charge +1).

Geometry as XYZ:
```
26
Properties=species:S:1:pos:R:3:lowdin_charge:R:1
O -3.03 -0.17 1.31 0.039
C -2.84 -0.78 0.30 -0.824
Br -3.10 -2.68 0.23 0.813
C -2.40 -0.15 -1.01 -0.118
C -1.24 0.87 -0.85 -0.212
C -0.09 0.66 -1.87 -0.168
C 1.20 0.64 -1.03 -0.625
I 1.94 2.64 -0.71 0.996
C 0.71 0.01 0.27 -0.336
C 1.62 -0.08 1.48 -0.126
C 2.53 -1.31 1.43 -0.184
F 2.86 -1.68 2.72 -0.028
N -0.54 0.82 0.49 0.099
H -2.16 -0.93 -1.72 0.097
H -3.28 0.38 -1.39 0.149
H -1.64 1.88 -0.95 0.159
H -0.08 1.43 -2.64 0.115
H -0.19 -0.33 -2.34 0.127
H 2.02 0.10 -1.50 0.100
H 0.35 -0.99 -0.01 0.168
H 1.02 -0.16 2.39 0.136
H 2.23 0.83 1.56 0.082
H 3.46 -1.11 0.88 0.131
H 2.03 -2.16 0.95 0.127
H -0.27 1.78 0.73 0.127
H -1.11 0.49 1.27 0.155
```

Output
- lowest unoccupied orbital energy (hartree) = -0.124
- total charge = +1
- multiplicity = 1
- SMILES = O=C(Br)C[C@@H]1C[C@@H](I)[C@@H](CCF)[NH2+]1
- gap between HOMO and LUMO (eV) = 10.24



[10]
The following is a DFT calculation (ωB97M-V/def2-TZVPD) of a molecular structure, C8H13CaNO2S.

Geometry as XYZ:
```
26
Properties=species:S:1:pos:R:3:lowdin_charge:R:1
C -1.46 -0.34 2.35 0.017
C -2.14 0.26 1.22 -0.107
C -1.65 1.70 0.73 -0.378
N -2.64 2.20 -0.28 0.044
C -3.73 2.51 0.35 -0.622
S -5.08 2.46 1.33 0.719
O -0.28 1.75 0.29 -0.112
C -0.04 0.93 -0.87 -0.147
C 1.56 0.97 -1.11 -0.100
O 2.06 -0.34 -1.58 -0.230
C 2.31 -1.24 -0.48 -0.312
C 1.54 -2.65 -0.86 -0.064
H -1.63 0.19 3.36 0.090
H -0.77 -1.24 2.27 0.052
H -3.02 -0.27 0.75 0.119
H -1.72 2.41 1.63 0.171
H -0.60 1.37 -1.77 0.150
H -0.30 -0.18 -0.73 0.116
H 1.87 1.82 -1.82 0.155
H 2.13 1.18 -0.13 0.145
H 1.97 -0.86 0.54 0.170
H 3.45 -1.51 -0.39 0.015
H 0.43 -2.43 -0.70 0.122
H 1.85 -3.50 -0.16 0.113
H 1.73 -2.91 -1.97 0.076
Ca 4.12 -2.28 -1.98 1.796
```

Output
- lowest unoccupied orbital energy (hartree) = -0.371
- total charge = +2
- multiplicity = 1
- gap between HOMO and LUMO (eV) = 2.62



The calculation returns the following maximum force values, one per record and in order: 6.63, 3.84, 6.64, 8.60, 7.22, 3.97, 1.32, 1.28, 0.74, 5.04 eV Å⁻¹.